The following is a quantum chemistry calculation of 7 unconnected molecules or ions with the total composition C39H80BN3O9P2 in a non-equilibrium geometry, from the OMol25 dataset.

The geometry in XYZ format:
```
134
Properties=species:S:1:pos:R:3
H 6.416 -0.508 5.240
C 3.881 1.288 4.148
H -2.537 3.519 -1.506
H -3.221 -1.725 -4.755
H -0.848 -1.224 1.282
H 1.639 -3.306 1.530
H 0.315 5.385 2.868
C 2.343 -1.720 -4.057
C 0.083 -9.367 -4.888
C 2.389 -4.261 -2.399
H -3.348 -3.814 -3.563
C -3.000 -1.563 -3.589
H -3.410 -3.054 -1.768
C 0.567 3.458 3.868
H 0.635 -6.123 -4.769
H -7.177 3.467 -3.974
H 5.589 1.724 5.365
B -0.418 0.661 -2.405
H 2.815 -3.807 -5.118
C -4.542 0.900 2.001
C 4.661 0.779 2.955
H -4.422 0.607 4.167
H -5.857 -0.078 3.382
C -1.366 -1.551 -3.473
H 1.052 -3.025 -5.535
H 0.446 4.479 6.643
H -0.952 -7.889 -6.127
P 2.063 -1.983 1.151
H 0.004 -4.588 0.873
P 2.023 -2.372 -2.328
H 2.034 -4.711 -0.085
O -7.060 5.425 -3.368
O 6.041 3.983 4.282
H 0.349 -10.195 -5.550
N 3.615 -2.071 0.607
C -0.244 -3.408 -1.178
H -5.935 2.594 -2.093
H -5.601 4.240 -4.250
H 1.740 -0.792 -4.422
C 1.184 5.488 4.874
H 7.074 4.344 6.047
H 4.781 -1.200 5.152
O 1.021 -7.707 -3.485
C 1.132 -9.094 -3.833
H 0.812 -7.936 -6.306
C -0.012 -8.037 -5.590
H 0.998 -9.711 -2.939
C 0.221 4.931 3.858
H -0.287 2.824 3.614
H 4.013 0.460 2.135
H -5.736 -2.649 -2.204
O -2.894 -0.889 -0.410
H -8.290 6.006 -1.799
H -0.573 1.770 -0.286
H -4.273 -0.055 1.544
H 6.065 5.677 5.442
C -5.987 3.682 -2.177
H 0.869 6.445 5.300
H 2.111 -1.177 2.340
H -2.791 2.084 -2.699
C 2.785 -4.931 -0.955
H -3.159 1.894 -0.766
C 6.523 4.163 2.944
C -6.433 4.147 -3.546
H 5.677 4.230 2.253
C 1.242 4.376 5.898
H 1.245 1.216 -3.478
C -0.655 -3.961 0.124
O 1.024 3.148 5.191
C 6.754 4.877 5.148
H -3.639 1.520 2.058
H -4.363 -0.440 -2.520
H 2.170 5.625 4.414
H -5.564 -3.787 -3.504
C 0.432 -1.921 -1.483
H 1.515 -4.839 -2.967
H 2.947 0.724 4.252
H 6.735 6.297 2.793
C -0.861 1.932 -1.406
H 3.357 -4.381 -3.087
H -0.809 5.075 4.205
H 8.772 4.740 4.419
H -1.026 -2.669 -3.714
N -0.545 -0.751 0.401
H -6.790 1.975 4.154
H 4.220 -1.499 1.271
C -7.021 4.310 -1.279
H -0.452 -4.074 -2.146
H -6.693 4.422 -0.242
H -1.786 -3.794 0.465
C -2.474 2.336 -1.603
H 1.474 -0.088 -0.233
H 1.385 3.239 3.172
H -1.000 -0.954 -4.442
H -0.875 -9.604 -4.411
C -5.154 0.764 3.372
C 7.918 5.424 4.351
H -0.289 2.931 -1.728
C 2.183 -2.839 -5.291
C -0.733 -0.934 -2.098
O -3.673 -0.299 -3.258
H 5.352 1.541 2.578
H -0.777 -6.836 -3.958
C 4.806 0.961 5.292
C 0.176 -7.062 -4.448
H 2.658 -2.282 -6.236
N -5.242 -2.865 -3.100
C 0.875 -1.111 -0.091
C -3.714 -2.901 -2.886
H 2.141 -9.261 -4.224
C -7.274 5.635 -1.965
H 2.756 -6.113 -1.119
H -5.225 2.256 0.436
O -6.313 2.459 2.192
H -4.997 4.093 -1.947
H 4.301 0.895 6.259
O 0.258 1.168 -3.655
H -5.266 2.858 3.913
H 7.118 3.282 2.682
H 8.142 5.413 2.173
C 7.370 5.417 2.947
H -6.565 6.399 -1.629
H 3.866 -4.690 -0.575
H -7.935 3.705 -1.286
C 5.407 -0.354 4.848
H 3.492 -1.400 -4.115
C -1.609 -0.837 -0.717
H 3.633 2.350 4.073
C -5.625 1.634 1.242
H 8.242 6.411 4.691
H -6.354 0.936 0.816
O 5.444 -0.332 3.414
C -5.909 2.068 3.512
H 2.204 4.336 6.418
```

Results
SMILES: C=C[C@]1(P(CC)CC)[C@H]([PH2]=N)NC(=O)[C@@]1(C[C@H](O)CN)B(O)CC.C1CCOC1.C1CCOC1.C1CCOC1.C1CCOC1.C1CCOC1.C1CCOC1
Maximum force, eV Å⁻¹: 7.378
Lowest unoccupied orbital energy, eV: -1.4
E, hartree: -3082.4078
Frontier orbital gap, eV: 5.6226